Here is a structure of composition C56H58ClGe2N3RhS6 in a non-equilibrium geometry from the Open Molecules 2025 dataset. Energies are from wB97M-V/def2-TZVPD.

```
127
Properties=species:S:1:pos:R:3
Rh -0.18160 -0.50519 -0.36889
Ge -0.32939 -2.51446 -3.72178
Ge 2.07316 -1.00142 -3.50100
Cl -1.92118 -1.36497 1.05529
S 1.89282 -0.11925 -1.54829
S -1.34899 -1.86670 -1.91485
S 1.27773 -1.40420 1.07188
S 1.74827 -3.21284 -3.31292
S 0.37924 -0.77359 -4.95441
S 1.69481 -0.77235 3.94678
N -1.00669 1.26822 -1.36932
N 0.27136 0.75409 2.36253
N -0.18478 0.98176 1.06899
C 0.39623 -6.07838 -3.14115
C -2.19353 2.39076 -3.08749
C -1.57714 -0.34337 -7.97023
C -0.74312 -5.69384 -0.63531
C 3.81698 2.57447 -2.42591
C 0.95311 -0.35601 2.37837
C 0.95125 3.23713 -5.53587
C 4.96653 1.28419 -5.59811
C 5.34440 -1.84100 -1.81131
C -4.00292 -1.34866 -4.58494
C 0.55631 -6.18693 -0.72417
C -0.87788 -5.52755 -3.02726
C 1.88659 2.22917 -5.70779
C -1.50400 -3.75425 -4.70896
C 4.07274 -3.52644 -6.40918
C 4.76496 -1.31666 -4.65851
C -1.62269 -5.07456 -4.24013
C 2.79199 1.94833 -4.66931
C -2.42073 0.61530 -7.41553
C 4.51994 -3.77893 -4.99576
C 4.60480 -5.07796 -4.51535
C -2.90379 -4.92094 -1.63270
C 4.78319 -2.71396 -4.13028
C -1.26141 1.45364 -2.65607
C -2.30285 -1.97271 -6.35818
C 4.99330 -6.75617 -2.67649
C -3.08974 -4.29437 -6.45795
C 0.90676 4.00070 -4.37081
C 1.09359 -6.40390 -1.97952
C -1.62140 2.04969 -0.45756
C 1.95026 1.48823 -7.01660
C -0.52700 -2.61746 -8.02624
C -0.10266 5.10474 -4.21732
C -3.18211 -5.59614 -6.00211
C -2.26622 -3.36722 -5.82107
C -2.48450 2.00459 -7.98700
C 3.83483 0.89595 -4.88579
C 3.71650 -0.42419 -4.41594
C -1.50436 -1.62782 -7.45708
C -1.47829 -5.38219 -1.76603
C -3.19872 0.25335 -6.33048
C 5.16704 -4.27132 -2.34559
C 5.10266 -2.95574 -2.79328
C 5.99151 0.38707 -5.85093
C -2.86915 3.15400 -2.15007
C 1.83514 3.73533 -3.38155
C 1.35152 -6.45469 0.52333
C -3.15628 -1.03064 -5.78791
C 0.83332 -2.33128 4.25867
C 2.79128 2.72786 -3.51551
C 1.05375 -6.33523 -4.47115
C 4.92677 -5.34414 -3.18979
C -1.12803 1.84636 0.91772
C -2.56471 3.00165 -0.80196
C -2.45442 -5.97893 -4.88906
C 5.88671 -0.90712 -5.37649
H -0.22877 -2.15849 4.41601
H 0.97262 -3.01955 3.42974
H 2.95419 1.52665 -7.44307
H 0.43911 -6.00540 -5.30759
H -3.46210 -1.12112 -3.66158
H 0.00819 5.60789 -3.25678
H -3.04574 3.59946 -0.04108
H -3.12590 -4.66974 -0.59690
H 6.13285 -2.11668 -1.10968
H 4.23773 -6.93002 -1.90744
H 5.03239 2.30699 -5.95020
H 1.24958 -7.40323 -4.59684
H 5.40209 -4.45512 -1.30243
H -3.67193 -3.97008 -7.31276
H 2.09950 -6.80160 -2.06739
H 6.87096 0.70052 -6.40023
H 2.31939 -6.89758 0.28746
H 4.83296 -3.01038 -6.99846
H -1.02460 -3.52146 -8.38156
H 1.52996 -5.52522 1.06752
H 1.83073 4.32853 -2.47297
H 0.82142 -7.13128 1.19639
H -1.12191 4.71933 -4.27455
H 5.96565 -6.97095 -2.22906
H -3.09908 -4.03313 -2.23183
H 0.25254 3.44669 -6.33956
H -4.91898 -0.75668 -4.59790
H -3.61294 3.87708 -2.46059
H 0.00890 5.85276 -5.00549
H -1.49031 2.44645 -8.06193
H -2.52174 -6.99121 -4.50879
H 4.40283 3.49324 -2.33905
H 5.63045 -0.91106 -2.30122
H 3.32740 2.38249 -1.47303
H 3.82997 -4.46542 -6.90623
H 4.38511 -5.90257 -5.18541
H 4.82379 -7.47524 -3.47818
H -3.82619 -6.30642 -6.50598
H 0.02908 -2.17765 -8.85409
H -0.94064 -0.07495 -8.80704
H 2.00713 -5.80810 -4.53400
H 4.44058 -1.63425 -1.23223
H 4.50328 1.75059 -2.61163
H 6.68818 -1.61844 -5.53864
H 1.27768 -2.74891 5.16110
H -4.27261 -2.40339 -4.54101
H -1.53414 2.37569 1.77112
H 0.19005 -2.92258 -7.25984
H -3.09614 2.65900 -7.36550
H -3.59154 -5.70503 -1.96314
H 1.69176 0.43561 -6.90130
H -2.91448 2.00237 -8.99113
H -3.86580 0.98436 -5.88468
H 3.17935 -2.89577 -6.41430
H 1.25905 1.93005 -7.73351
H -1.18379 -5.51763 0.33941
H -2.38490 2.48694 -4.14779
H -0.72181 0.82301 -3.35026
```

**Calculated total energy**: -9447.1094 Ha
**Net charge**: -1
**Largest force on an atom**: 1.26 eV/A
**HOMO energy**: -4.790 eV
**Frontier orbital gap**: 6.54 eV